# 1
ORCA calculation (ωB97M-V with the def2-TZVPD basis set) on an isolated molecule of C17H19BN2O4S.

ORCA input file:
```
! wB97M-V def2-TZVPD RIJCOSX def2/J DEFGRID3
* xyz 0 1
C 0.93 -0.31 -3.36
C -0.11 -0.20 -2.52
C -0.28 -1.11 -1.39
O 0.60 -1.90 -1.08
N -1.49 -0.97 -0.64
C -1.62 -1.83 0.53
C -1.06 -1.12 1.72
O -1.77 -0.48 2.44
N 0.31 -1.26 1.83
C 1.14 -0.37 2.57
C 2.63 -0.75 2.50
C 3.44 -0.15 1.37
C 4.76 0.32 1.52
C 5.28 0.85 0.40
S 4.14 0.74 -0.90
C 2.97 0.03 0.09
B 0.77 1.08 2.04
O 0.10 1.26 0.84
O 1.26 2.23 2.68
C -2.65 -0.23 -1.05
C -3.15 -0.37 -2.33
C -4.13 0.48 -2.79
C -4.66 1.45 -1.97
C -4.18 1.59 -0.68
C -3.17 0.76 -0.24
H 1.15 0.34 -4.14
H 1.60 -1.16 -3.15
H -0.77 0.62 -2.65
H -1.01 -2.71 0.32
H -2.67 -2.12 0.63
H 0.78 -1.61 1.00
H 0.75 -0.31 3.59
H 2.70 -1.84 2.47
H 3.12 -0.48 3.41
H 5.23 0.36 2.49
H 6.31 1.21 0.36
H 1.99 -0.38 -0.23
H -0.41 0.52 0.44
H 1.05 3.07 2.27
H -2.70 -1.07 -3.01
H -4.43 0.42 -3.80
H -5.42 2.15 -2.32
H -4.53 2.37 -0.04
H -2.80 0.85 0.77
*
```

Output
structure (SMILES)	C=CC(=O)N(CC(=O)N[C@@H](Cc1ccsc1)B(O)O)c1ccccc1
LUMO level	-0.0357	eV

Table of Mulliken atomic charges, one value per atom, all in e: atom 1 (C): -1.0757, atom 2 (C): -0.2368, atom 3 (C): 1.1117, atom 4 (O): -0.6849, atom 5 (N): 0.3240, atom 6 (C): -1.0159, atom 7 (C): 0.1566, atom 8 (O): -0.5778, atom 9 (N): -0.1402, atom 10 (C): 0.1315, atom 11 (C): -1.4724, atom 12 (C): 0.3146, atom 13 (C): -0.7885, atom 14 (C): -0.5194, atom 15 (S): -0.2543, atom 16 (C): 0.1688, atom 17 (B): 0.7827, atom 18 (O): -0.8152, atom 19 (O): -0.6145, atom 20 (C): -0.2644, atom 21 (C): -0.0458, atom 22 (C): -0.7483, atom 23 (C): -0.4157, atom 24 (C): -0.8103, atom 25 (C): -0.0380, atom 26 (H): 0.3402, atom 27 (H): 0.2740, atom 28 (H): 0.3623, atom 29 (H): 0.5737, atom 30 (H): 0.5358, atom 31 (H): 0.2640, atom 32 (H): 0.3589, atom 33 (H): 0.3923, atom 34 (H): 0.4560, atom 35 (H): 0.3484, atom 36 (H): 0.4149, atom 37 (H): 0.6190, atom 38 (H): 0.1736, atom 39 (H): 0.2944, atom 40 (H): 0.5420, atom 41 (H): 0.4325, atom 42 (H): 0.3672, atom 43 (H): 0.4198, atom 44 (H): 0.3594



# 2
ORCA calculation (ωB97M-V with the def2-TZVPD basis set) on an isolated molecule of C10F12S4.

ORCA input file:
```
! wB97M-V def2-TZVPD RIJCOSX def2/J DEFGRID3
* xyz 0 1
F 0.02 -4.32 -0.09
C 1.22 -4.15 0.51
F 1.38 -5.03 1.61
F 2.09 -4.52 -0.40
C 1.29 -2.69 0.93
C 2.35 -2.12 1.58
C 3.63 -2.75 2.18
F 4.74 -2.02 2.38
F 3.39 -3.12 3.41
F 4.08 -3.87 1.43
S 2.29 -0.30 1.74
C 0.72 -0.01 1.04
C 0.16 1.21 0.69
S 0.96 2.78 0.86
C -0.32 3.74 0.15
C 0.06 5.23 0.11
F 1.07 5.41 0.99
F -1.02 5.94 0.57
F 0.41 5.58 -1.13
C -1.48 3.09 -0.34
C -2.65 3.79 -1.05
F -3.44 4.46 -0.22
F -3.49 2.94 -1.62
F -2.22 4.69 -1.99
S -1.38 1.31 -0.16
S -0.09 -1.51 0.57
*
```

Output
relative energy (zero: lowest compared OMol25 entry of this formula, charge and spin)	0.974	eV
structure (SMILES)	FC(F)(F)C1=C(C(F)(F)F)SC(=C2SC(C(F)(F)F)=C(C(F)(F)F)S2)S1
LUMO level	-0.6499	eV

Table of Mulliken atomic charges, one value per atom, all in e: atom 1 (F): -0.2703, atom 2 (C): 0.8238, atom 3 (F): -0.2535, atom 4 (F): -0.2149, atom 5 (C): 0.0668, atom 6 (C): -0.1408, atom 7 (C): 0.6860, atom 8 (F): -0.2448, atom 9 (F): -0.2046, atom 10 (F): -0.2579, atom 11 (S): -0.2256, atom 12 (C): 0.5341, atom 13 (C): 0.3106, atom 14 (S): -0.1713, atom 15 (C): -0.1605, atom 16 (C): 0.7877, atom 17 (F): -0.2615, atom 18 (F): -0.2386, atom 19 (F): -0.2019, atom 20 (C): -0.0029, atom 21 (C): 0.7791, atom 22 (F): -0.2333, atom 23 (F): -0.2586, atom 24 (F): -0.2439, atom 25 (S): -0.2053, atom 26 (S): -0.1978



# 3
ORCA calculation (ωB97M-V with the def2-TZVPD basis set) on an isolated molecule of C4H8N2O.

ORCA input file:
```
! wB97M-V def2-TZVPD RIJCOSX def2/J DEFGRID3
* xyz 0 1
C -0.72 1.40 0.37
C -0.80 -0.44 0.14
N -1.55 -0.90 -0.94
C 0.63 -0.77 0.15
O 0.99 -2.11 0.06
C 1.46 0.26 0.28
N 2.42 0.98 -0.06
H -0.46 1.72 1.38
H -1.79 1.57 0.25
H -0.22 1.93 -0.44
H -1.30 -0.63 1.09
H -1.11 -0.85 -1.85
H -2.21 -1.65 -0.79
H 1.89 -2.16 -0.27
H 2.76 1.64 0.63
*
```

Output
relative energy (zero: lowest compared OMol25 entry of this formula, charge and spin)	4.197	eV
structure (SMILES)	C[C@@H](N)C(O)=C=N
LUMO level	0.8089	eV

Table of Mulliken atomic charges, one value per atom, all in e: atom 1 (C): -1.4147, atom 2 (C): 0.0565, atom 3 (N): -0.4390, atom 4 (C): -0.0537, atom 5 (O): -0.5328, atom 6 (C): 0.4166, atom 7 (N): -0.5709, atom 8 (H): 0.3706, atom 9 (H): 0.4147, atom 10 (H): 0.4070, atom 11 (H): 0.3318, atom 12 (H): 0.2113, atom 13 (H): 0.2096, atom 14 (H): 0.3236, atom 15 (H): 0.2694



# 4
ORCA calculation (ωB97M-V with the def2-TZVPD basis set) on a cluster of 2 separate species, C5H16N3 in total.

ORCA input file:
```
! wB97M-V def2-TZVPD RIJCOSX def2/J DEFGRID3
* xyz 1 1
N -1.22 -2.06 0.31
C -0.15 -1.98 1.26
C 1.10 -1.02 0.86
N 0.69 0.22 0.61
C 1.02 1.19 1.56
C 0.84 2.63 1.06
N -1.39 0.57 -1.95
C -0.60 0.26 -3.14
H -0.80 0.70 -1.14
H -1.16 -2.92 -0.22
H -1.13 -1.33 -0.39
H -0.53 -1.52 2.17
H 0.27 -2.91 1.61
H 1.81 -1.16 1.68
H 1.57 -1.52 0.00
H -0.15 3.05 1.26
H 0.32 1.00 2.40
H 2.07 1.05 1.86
H 1.38 3.30 1.74
H 1.24 2.70 0.07
H -1.96 1.40 -2.04
H 0.29 0.86 -3.35
H -1.29 0.23 -3.97
H -0.31 -0.79 -3.09
*
```

Output
relative energy (zero: lowest compared OMol25 entry of this formula, charge and spin)	5.767	eV
LUMO level	-7.7500	eV

Table of Mulliken atomic charges, one value per atom, all in e: atom 1 (N): -0.4267, atom 2 (C): -0.5164, atom 3 (C): -0.5000, atom 4 (N): 0.1244, atom 5 (C): -0.2907, atom 6 (C): -1.2967, atom 7 (N): -0.4579, atom 8 (C): -0.7460, atom 9 (H): 0.1185, atom 10 (H): 0.3245, atom 11 (H): 0.2204, atom 12 (H): 0.3142, atom 13 (H): 0.3930, atom 14 (H): 0.4069, atom 15 (H): 0.3243, atom 16 (H): 0.3294, atom 17 (H): 0.3451, atom 18 (H): 0.4036, atom 19 (H): 0.4241, atom 20 (H): 0.3513, atom 21 (H): 0.2677, atom 22 (H): 0.2555, atom 23 (H): 0.3773, atom 24 (H): 0.2539



# 5
ORCA calculation (ωB97M-V with the def2-TZVPD basis set) on a cluster of 12 separate species, C68H126F15N7O22S5 in total.

ORCA input file:
```
! wB97M-V def2-TZVPD RIJCOSX def2/J DEFGRID3
* xyz 2 1
C -18.71 -7.87 3.84
C -18.01 -8.81 2.97
C -18.55 -10.22 3.32
C -19.90 -10.64 2.70
C -19.81 -10.43 1.17
C -19.53 -8.99 0.77
N -18.35 -8.46 1.48
O -17.70 -7.60 0.99
C -20.69 -8.02 1.05
C -19.13 -8.93 -0.82
C -16.46 -8.67 3.13
H -18.36 -8.16 4.83
H -19.78 -8.12 3.91
H -18.50 -6.80 3.66
H -18.43 -10.51 4.36
H -17.81 -10.84 2.83
H -20.79 -10.24 3.20
H -19.91 -11.73 2.98
H -20.81 -10.49 0.74
H -19.16 -11.21 0.81
H -20.37 -7.07 0.61
H -20.92 -7.91 2.12
H -21.58 -8.27 0.46
H -20.09 -9.14 -1.28
H -18.33 -9.56 -1.13
H -18.84 -7.95 -1.15
H -16.21 -9.10 4.10
H -16.36 -7.62 3.06
H -15.87 -9.21 2.41
C -24.07 -7.01 0.91
C -25.53 -7.49 0.83
C -26.44 -6.59 1.74
C -27.91 -6.30 1.31
C -27.96 -5.98 -0.15
C -27.40 -7.06 -1.06
N -25.96 -7.21 -0.65
O -25.11 -7.53 -1.44
C -27.53 -6.73 -2.53
C -27.96 -8.51 -0.82
C -25.62 -9.02 1.03
H -23.34 -7.67 0.47
H -23.86 -6.90 1.93
H -24.07 -6.05 0.38
H -25.95 -5.64 1.97
H -26.46 -7.12 2.72
H -28.16 -5.44 1.95
H -28.68 -7.08 1.63
H -27.48 -5.05 -0.32
H -28.99 -5.83 -0.50
H -27.06 -7.48 -3.16
H -27.03 -5.79 -2.72
H -28.52 -6.57 -2.81
H -28.91 -8.55 -1.41
H -28.13 -8.70 0.19
H -27.29 -9.27 -1.24
H -25.17 -9.55 0.21
H -26.57 -9.46 1.35
H -24.93 -9.27 1.83
C -28.30 -10.97 6.66
C -28.43 -10.06 7.85
C -27.14 -9.27 8.15
C -26.65 -8.49 6.95
C -27.70 -7.33 6.68
C -29.12 -7.86 6.40
N -29.44 -9.02 7.38
O -30.51 -9.01 7.93
C -29.10 -8.33 5.00
C -30.14 -6.71 6.56
C -28.93 -10.85 9.06
H -27.58 -11.72 6.95
H -27.98 -10.52 5.75
H -29.28 -11.38 6.51
H -26.42 -9.99 8.50
H -27.40 -8.59 8.97
H -26.49 -9.09 6.04
H -25.75 -8.01 7.19
H -27.38 -6.85 5.79
H -27.66 -6.73 7.64
H -29.11 -7.46 4.36
H -30.03 -8.98 4.64
H -28.17 -8.82 4.71
H -29.97 -6.00 5.71
H -30.13 -6.26 7.53
H -31.17 -7.08 6.47
H -29.81 -11.39 8.81
H -29.30 -10.19 9.83
H -28.21 -11.54 9.40
C -27.22 -14.88 -0.71
C -27.85 -14.08 -1.72
C -28.16 -14.91 -3.00
C -29.27 -14.26 -3.83
C -30.65 -14.06 -3.15
C -30.60 -13.26 -1.82
N -29.39 -13.78 -1.11
O -29.52 -14.17 0.01
C -31.86 -13.63 -1.10
C -30.28 -11.74 -2.02
C -27.13 -12.74 -1.98
H -26.31 -15.03 -1.30
H -27.71 -15.87 -0.49
H -26.89 -14.37 0.17
H -28.51 -15.90 -2.64
H -27.22 -15.01 -3.61
H -29.54 -14.86 -4.70
H -28.94 -13.30 -4.31
H -30.93 -15.02 -2.88
H -31.41 -13.59 -3.92
H -32.12 -12.87 -0.41
H -31.63 -14.49 -0.45
H -32.70 -13.85 -1.74
H -31.12 -11.34 -2.62
H -29.41 -11.43 -2.53
H -30.27 -11.23 -1.10
H -27.59 -12.29 -2.87
H -26.04 -12.95 -2.15
H -27.30 -12.03 -1.16
C -29.18 -18.66 8.96
C -28.38 -17.39 9.41
C -28.44 -16.22 8.40
C -29.79 -15.50 8.38
C -30.23 -15.00 9.75
C -30.36 -16.11 10.86
N -28.94 -16.83 10.72
O -28.26 -16.92 11.69
C -31.61 -17.10 10.76
C -30.20 -15.42 12.17
C -26.84 -17.71 9.69
H -30.13 -18.40 8.56
H -29.42 -19.21 9.88
H -28.63 -19.21 8.18
H -28.12 -16.66 7.45
H -27.56 -15.57 8.53
H -30.52 -16.24 8.02
H -29.71 -14.72 7.73
H -31.19 -14.45 9.94
H -29.44 -14.31 10.11
H -32.42 -16.42 11.07
H -31.55 -18.02 11.40
H -31.82 -17.48 9.77
H -29.29 -14.85 12.28
H -30.33 -16.03 13.07
H -31.03 -14.70 12.29
H -26.36 -18.00 8.73
H -26.76 -18.52 10.45
H -26.36 -16.82 9.99
C -21.38 -18.05 9.74
C -22.31 -18.07 8.47
C -21.48 -17.69 7.19
C -20.50 -18.83 6.69
C -21.36 -20.03 6.41
C -21.94 -20.69 7.65
N -22.72 -19.50 8.33
O -23.81 -19.70 8.70
C -20.81 -21.07 8.76
C -22.98 -21.79 7.49
C -23.55 -17.11 8.81
H -21.89 -18.53 10.56
H -21.34 -17.01 10.13
H -20.38 -18.43 9.54
H -21.04 -16.71 7.43
H -22.20 -17.57 6.41
H -19.73 -18.95 7.41
H -20.04 -18.54 5.74
H -20.84 -20.93 5.95
H -22.13 -19.83 5.66
H -20.21 -21.85 8.31
H -21.30 -21.45 9.67
H -20.17 -20.27 9.03
H -23.25 -22.14 8.50
H -22.64 -22.65 6.92
H -23.73 -21.42 6.87
H -23.04 -16.14 8.98
H -24.13 -17.42 9.68
H -24.27 -16.93 8.03
C -23.73 -12.46 2.56
C -23.98 -13.90 3.04
C -22.88 -14.50 3.99
C -22.86 -13.93 5.37
C -24.23 -14.11 6.02
C -25.40 -13.36 5.32
N -25.30 -13.87 3.85
O -26.31 -14.11 3.27
C -25.34 -11.88 5.32
C -26.72 -13.89 5.85
C -24.20 -14.87 1.94
H -23.00 -11.88 3.20
H -24.59 -11.82 2.49
H -23.30 -12.54 1.57
H -21.97 -14.32 3.46
H -23.11 -15.56 4.11
H -22.62 -12.83 5.36
H -22.13 -14.33 6.04
H -24.32 -13.56 6.95
H -24.49 -15.16 6.14
H -24.43 -11.40 5.00
H -25.53 -11.75 6.42
H -26.12 -11.42 4.64
H -27.52 -13.29 5.34
H -26.93 -13.76 6.91
H -26.86 -14.99 5.56
H -23.15 -15.08 1.56
H -24.92 -14.47 1.16
H -24.45 -15.88 2.17
C -22.51 -8.43 6.37
F -23.26 -9.10 7.21
F -22.57 -7.16 6.79
F -21.22 -8.86 6.40
S -23.16 -8.48 4.62
O -22.33 -7.43 4.00
O -22.89 -9.85 4.20
O -24.53 -8.08 4.83
C -22.27 -11.16 -2.70
F -22.55 -12.04 -3.73
F -21.20 -11.75 -2.03
F -22.03 -9.93 -3.16
S -23.62 -10.93 -1.40
O -24.72 -10.23 -2.02
O -24.00 -12.30 -0.99
O -22.80 -10.20 -0.44
C -30.03 -12.25 2.92
F -29.52 -13.58 2.94
F -31.06 -12.23 2.02
F -30.51 -11.92 4.14
S -28.72 -11.10 2.30
O -28.43 -11.50 0.94
O -29.36 -9.81 2.42
O -27.73 -11.35 3.27
C -25.74 -12.30 11.43
F -25.24 -13.06 12.43
F -26.86 -11.76 11.87
F -24.86 -11.40 11.08
S -26.18 -13.35 9.96
O -25.09 -14.29 9.88
O -27.39 -13.95 10.47
O -26.36 -12.41 8.82
C -26.66 -19.17 4.89
F -27.86 -18.70 4.37
F -26.82 -20.01 5.91
F -26.04 -19.81 3.90
S -25.58 -17.75 5.48
O -25.25 -17.13 4.19
O -26.34 -16.99 6.43
O -24.49 -18.46 6.14
*
```

Output
LUMO level	-5.4904	eV

Here are the Mulliken charges for atoms 1 to 99, given in e: atom 1 (C): -1.3565, atom 2 (C): 1.2723, atom 3 (C): -1.9851, atom 4 (C): 1.1936, atom 5 (C): -0.5343, atom 6 (C): 1.4124, atom 7 (N): 1.0142, atom 8 (O): -0.3927, atom 9 (C): -1.0563, atom 10 (C): -1.5988, atom 11 (C): -1.7329, atom 12 (H): 0.5019, atom 13 (H): 0.1474, atom 14 (H): 0.3531, atom 15 (H): 0.5108, atom 16 (H): 0.4995, atom 17 (H): -0.6961, atom 18 (H): 0.3099, atom 19 (H): -0.4253, atom 20 (H): 0.6250, atom 21 (H): 0.5081, atom 22 (H): 0.4089, atom 23 (H): -0.2390, atom 24 (H): 0.2067, atom 25 (H): 0.5137, atom 26 (H): 0.4655, atom 27 (H): 0.3682, atom 28 (H): 0.4878, atom 29 (H): 0.4291, atom 30 (C): -2.5871, atom 31 (C): 2.5026, atom 32 (C): -0.6909, atom 33 (C): -0.1475, atom 34 (C): -1.7709, atom 35 (C): 1.8980, atom 36 (N): 0.7950, atom 37 (O): -0.3701, atom 38 (C): -2.0651, atom 39 (C): -1.1237, atom 40 (C): 0.6641, atom 41 (H): 0.1883, atom 42 (H): 0.8156, atom 43 (H): 0.5541, atom 44 (H): 0.5352, atom 45 (H): -0.1678, atom 46 (H): 0.6814, atom 47 (H): -0.1327, atom 48 (H): 0.4164, atom 49 (H): 0.4929, atom 50 (H): 0.3843, atom 51 (H): 0.4916, atom 52 (H): 0.4850, atom 53 (H): 0.5720, atom 54 (H): -0.3244, atom 55 (H): 0.1773, atom 56 (H): -0.8482, atom 57 (H): -0.3999, atom 58 (H): -0.2349, atom 59 (C): -0.5005, atom 60 (C): 2.6130, atom 61 (C): -1.5954, atom 62 (C): 1.0403, atom 63 (C): -1.7161, atom 64 (C): 1.8053, atom 65 (N): 0.9954, atom 66 (O): -0.4899, atom 67 (C): -1.2070, atom 68 (C): -1.7379, atom 69 (C): -1.8542, atom 70 (H): -0.6479, atom 71 (H): -0.4988, atom 72 (H): 0.8967, atom 73 (H): 0.1695, atom 74 (H): 0.6390, atom 75 (H): -0.6469, atom 76 (H): 0.5975, atom 77 (H): 0.4075, atom 78 (H): 0.4902, atom 79 (H): 0.6122, atom 80 (H): 0.0570, atom 81 (H): -0.3231, atom 82 (H): 0.3117, atom 83 (H): 0.4877, atom 84 (H): 0.4230, atom 85 (H): 0.5731, atom 86 (H): 0.6532, atom 87 (H): -0.2722, atom 88 (C): -1.8204, atom 89 (C): 1.5497, atom 90 (C): -0.8451, atom 91 (C): -0.7231, atom 92 (C): -1.1762, atom 93 (C): 1.5351, atom 94 (N): 0.8753, atom 95 (O): -0.4638, atom 96 (C): -1.6843, atom 97 (C): -1.8954, atom 98 (C): -1.4115, atom 99 (H): 0.5904